(A)
The following is a DFT calculation (the ωB97M-V functional and the def2-TZVPD basis) of 2 unconnected molecules or ions with the total composition C2H5N3O.

Values from the calculation:
net charge = 0

Each line ends with the natural charge from an NBO analysis.
Geometry (Å):
C (1.8310, 1.1460, -1.4933)  0.391
C (-0.1206, 0.7998, -0.2107)  0.466
N (2.2812, 1.1029, -2.5521)  -0.327
N (-0.0443, -1.2480, 0.3110)  -0.985
N (1.2486, 1.0917, -0.3254)  -0.676
O (-0.9261, 0.8239, -1.3229)  -0.655
H (-0.6292, 1.1710, 0.6899)  0.185
H (-0.4244, -1.2612, 1.2797)  0.325
H (-0.7960, -1.6132, -0.2723)  0.340
H (1.5840, 0.7462, 0.5476)  0.451
H (-0.3727, 1.2335, -1.9850)  0.486

(B)
The following is a DFT calculation (the ωB97M-V functional and the def2-TZVPD basis) of C2H5N3O in the gas phase.

Values from the calculation:
SMILES = N#CN[C@H](N)O
net charge = 0

Each line ends with the natural charge from an NBO analysis.
Geometry (Å):
C (2.4741, -0.4940, -0.2591)  0.410
C (0.3226, 0.2281, 0.1957)  0.386
N (3.0985, -1.4705, -0.2798)  -0.374
N (-0.7394, 0.4614, -0.8873)  -0.831
N (1.6249, 0.4612, -0.3817)  -0.662
O (-0.0142, 0.9110, 1.4032)  -0.736
H (0.2145, -0.8581, 0.4578)  0.188
H (-1.4754, -0.0692, -0.4061)  0.361
H (-1.0517, 1.3960, -0.9319)  0.356
H (1.8158, 1.2714, -0.8504)  0.413
H (0.5187, 1.7584, 1.6100)  0.487

The calculated energies rank the structures as follows, beginning with the most stable: (B), (A).

(A)
The following is a DFT calculation (the ωB97M-V functional and the def2-TZVPD basis) of a molecular structure, C2H3NS2.

Values from the calculation:
net charge = 0

Each line ends with the natural charge from an NBO analysis.
Geometry (Å):
C (-1.7010, 0.7760, 0.6424)  -0.438
C (-1.1474, -0.3403, 0.2149)  -0.046
N (0.3238, -1.0726, 0.3092)  -0.827
S (-3.4103, 0.6957, 0.1925)  0.161
S (-2.5567, -1.0902, -0.5182)  0.180
H (-1.1589, 1.5134, 1.1581)  0.223
H (0.5220, -1.2375, 1.3017)  0.375
H (0.9536, -0.3729, -0.1015)  0.373

(B)
The following is a DFT calculation (the ωB97M-V functional and the def2-TZVPD basis) of a molecular structure, C2H3NS2.

Values from the calculation:
net charge = 0

Each line ends with the natural charge from an NBO analysis.
Geometry (Å):
C (2.0679, -0.0042, -0.0110)  0.006
C (0.0516, -0.6295, 0.1201)  -0.288
N (0.8627, 0.5032, -0.0252)  -0.604
S (3.7316, 0.5107, 0.1097)  -0.215
S (1.5672, -1.7129, -0.0383)  0.267
H (-0.4547, -0.5623, 0.9743)  0.201
H (-0.6273, -0.6681, -0.7535)  0.204
H (0.6074, 1.5257, -0.2420)  0.429

(C)
The following is a DFT calculation (the ωB97M-V functional and the def2-TZVPD basis) of C2H3NS2 in the gas phase.

Values from the calculation:
SMILES = C=NSC=S
net charge = 0

Each line ends with the natural charge from an NBO analysis.
Geometry (Å):
C (2.0364, -0.2990, 0.2294)  -0.098
C (-2.0385, 0.4290, 0.0437)  -0.492
H (2.0063, -1.3676, 0.4140)  0.171
H (3.1659, 0.2184, 0.2014)  0.221
H (-1.9517, 1.5452, -0.1833)  0.230
N (0.7928, 0.3624, -0.3461)  -0.630
S (-0.5288, -0.5664, -0.3370)  0.522
S (-3.4824, -0.3220, -0.0222)  0.076

The calculated energies rank the structures as follows, beginning with the most stable: (B), (A), (C).

(A)
The following is a DFT calculation (the ωB97M-V functional and the def2-TZVPD basis) of 2 unconnected molecules or ions with the total composition C2H7N.

Values from the calculation:
SMILES = C=N.C
net charge = 0

Each line ends with the natural charge from an NBO analysis.
Geometry (Å):
C (2.5314, -1.4085, 1.9368)  -0.849
H (1.4655, -1.3227, 1.7799)  0.216
H (2.8029, -2.3773, 2.3419)  0.211
H (2.7211, -0.7203, 2.7270)  0.209
H (3.1201, -1.1678, 1.0424)  0.213
C (-2.3116, 1.6975, -2.1036)  -0.064
N (-2.4041, 0.7252, -1.2733)  -0.580
H (-1.4267, 2.3729, -2.1039)  0.171
H (-3.1769, 1.8801, -2.8374)  0.148
H (-3.3218, 0.3210, -1.5099)  0.325

(B)
The following is a DFT calculation (the ωB97M-V functional and the def2-TZVPD basis) of 2 unconnected molecules or ions with the total composition C2H7N.

Values from the calculation:
SMILES = C=C.N
net charge = 0

Each line ends with the natural charge from an NBO analysis.
Geometry (Å):
N (-4.7295, 2.2100, -2.1460)  -1.077
H (-4.9631, 1.3232, -1.7144)  0.361
H (-4.9463, 2.1480, -3.1384)  0.356
H (-5.2922, 2.9836, -1.7936)  0.360
C (2.4526, -1.3936, 1.6685)  -0.379
C (3.5999, -1.3405, 1.0213)  -0.390
H (2.2906, -1.6622, 2.7028)  0.192
H (1.5107, -1.1884, 1.1646)  0.186
H (4.5340, -1.4909, 1.5490)  0.193
H (3.6161, -1.2871, -0.0593)  0.197

The calculated energies rank the structures as follows, beginning with the most stable: (B), (A).

(A)
The following is a DFT calculation (the ωB97M-V functional and the def2-TZVPD basis) of a molecular structure, C4H5N3.

Values from the calculation:
net charge = 0

Each line ends with the natural charge from an NBO analysis.
Geometry (Å):
N (2.4962, -0.3076, -0.2679)  -0.712
C (0.4468, -0.3303, 0.0293)  0.491
N (1.3396, -1.1829, -0.1975)  -0.276
C (-1.3633, -0.9577, 0.2389)  -0.183
C (-1.9429, 0.2430, 0.1903)  -0.379
C (-0.9529, 1.2988, 0.1090)  0.165
N (0.3110, 1.0400, 0.0686)  -0.470
H (2.8848, -0.2918, -1.1974)  0.363
H (3.1431, -0.5629, 0.4599)  0.364
H (-2.1004, -1.8081, 0.3023)  0.228
H (-2.9923, 0.5303, 0.1915)  0.221
H (-1.2697, 2.3292, 0.0731)  0.189

(B)
The following is a DFT calculation (the ωB97M-V functional and the def2-TZVPD basis) of C4H5N3 in the gas phase.

Values from the calculation:
SMILES = N=C=C1CN=CN1
net charge = 0

Each line ends with the natural charge from an NBO analysis.
Geometry (Å):
N (2.7877, -0.8793, -0.1759)  -0.597
C (1.6257, -0.5367, 0.0740)  0.343
C (0.3838, -0.1628, 0.1977)  -0.066
C (-0.8679, -0.9202, -0.2341)  -0.258
N (-1.9350, 0.0842, -0.1727)  -0.448
C (-1.4096, 1.1619, 0.2579)  0.253
N (-0.0414, 1.1653, 0.4739)  -0.609
H (2.9246, -0.6411, -1.1634)  0.358
H (-0.7568, -1.2974, -1.2580)  0.209
H (-1.1181, -1.7764, 0.4044)  0.212
H (-1.9638, 2.0822, 0.4154)  0.195
H (0.3930, 1.7263, 1.1910)  0.409

The calculated energies rank the structures as follows, beginning with the most stable: (B), (A).

(A)
The following is a DFT calculation (the ωB97M-V functional and the def2-TZVPD basis) of C4H5N3 in the gas phase.

Values from the calculation:
SMILES = Nc1cncnc1
net charge = 0

Each line ends with the natural charge from an NBO analysis.
Geometry (Å):
N (0.7312, -1.7421, 0.4034)  -0.790
C (0.2928, -0.4824, 0.0654)  0.098
C (-0.9437, -0.0924, 0.7189)  0.053
N (-1.4830, 1.0519, 0.5630)  -0.438
C (-0.5899, 1.9812, -0.4407)  0.168
N (0.4992, 1.6532, -1.0202)  -0.406
C (0.9648, 0.3673, -0.7669)  -0.076
H (0.0121, -2.3686, 0.7336)  0.381
H (1.4103, -2.1746, -0.1989)  0.386
H (-1.3916, -0.8618, 1.3671)  0.169
H (-1.3999, 2.5893, -0.1654)  0.255
H (1.8977, 0.0790, -1.2595)  0.200

(B)
The following is a DFT calculation (the ωB97M-V functional and the def2-TZVPD basis) of a molecular structure, C4H5N3.

Values from the calculation:
net charge = 0

Each line ends with the natural charge from an NBO analysis.
Geometry (Å):
N (-2.0009, 0.6747, 1.9791)  -0.318
C (-1.3471, -0.0459, 1.3476)  0.238
C (-0.4799, -0.7993, 0.4645)  -0.327
C (-0.4624, 0.3993, -1.6646)  -0.096
N (0.7559, 0.7735, -1.3823)  -0.418
C (1.4762, 0.3170, -0.4227)  0.233
N (0.8944, -0.4200, 0.5962)  -0.573
H (-0.6671, -1.8731, 0.4397)  0.245
H (-0.7575, -0.5797, -0.8531)  0.240
H (-1.1815, 1.2305, -1.6917)  0.179
H (2.5347, 0.5406, -0.3405)  0.199
H (1.2352, -0.2175, 1.5279)  0.398

(C)
The following is a DFT calculation (the ωB97M-V functional and the def2-TZVPD basis) of C4H5N3 in the gas phase.

Values from the calculation:
SMILES = Cc1ccnnn1
net charge = 0

Each line ends with the natural charge from an NBO analysis.
Geometry (Å):
C (-0.5395, -0.4274, 1.7327)  -0.665
C (-0.3546, 0.1375, 0.4052)  0.223
C (0.8322, -0.1909, -0.3896)  -0.249
C (0.9893, 0.3947, -1.6540)  0.020
H (-0.1179, -1.4819, 1.7624)  0.234
H (0.0653, 0.2312, 2.3487)  0.237
H (-1.5517, -0.5646, 2.0379)  0.249
H (1.5354, -0.6149, 0.2151)  0.207
H (1.9537, 0.3602, -2.2042)  0.216
N (-0.1195, 0.8012, -2.2844)  -0.238
N (-1.2921, 0.7555, -1.6306)  0.005
N (-1.4005, 0.5995, -0.3391)  -0.239

The calculated energies rank the structures as follows, beginning with the most stable: (A), (C), (B).

(A)
The following is a DFT calculation (the ωB97M-V functional and the def2-TZVPD basis) of 2 unconnected molecules or ions with the total composition C4H5N3.

Values from the calculation:
net charge = 0

Each line ends with the natural charge from an NBO analysis.
Geometry (Å):
C (-1.5532, 0.3218, 0.1718)  -0.371
N (-0.2323, -0.2920, -0.5409)  -0.371
C (0.9691, -0.5759, -0.1629)  0.156
C (1.8973, -1.3141, -1.0088)  0.168
N (2.6827, -1.9191, -1.6120)  -0.170
C (0.8808, 1.3894, 1.8589)  -0.142
N (0.1166, 1.9121, 1.1337)  -0.744
H (-2.1725, -0.5637, 0.1128)  0.196
H (-1.8888, 1.1360, -0.4768)  0.243
H (-1.5861, 0.7247, 1.1975)  0.306
H (-0.4325, -0.6056, -1.4972)  0.415
H (1.3189, -0.2136, 0.8239)  0.314

(B)
The following is a DFT calculation (the ωB97M-V functional and the def2-TZVPD basis) of C4H5N3 in the gas phase.

Values from the calculation:
SMILES = N#C[C@H]1CN=CN1
net charge = 0

Each line ends with the natural charge from an NBO analysis.
Geometry (Å):
N (2.4015, -0.8594, 1.3865)  -0.306
C (1.6216, -0.6379, 0.5617)  0.256
C (0.6708, -0.1576, -0.4540)  -0.168
C (-0.6856, -0.9193, -0.5070)  -0.241
N (-1.6400, -0.1588, 0.2882)  -0.467
C (-1.0976, 0.9692, 0.5140)  0.257
N (0.1756, 1.1851, 0.0293)  -0.627
H (1.1613, -0.3307, -1.4354)  0.252
H (-1.0629, -0.9943, -1.5389)  0.205
H (-0.5492, -1.9348, -0.1348)  0.218
H (-1.6189, 1.7625, 1.0503)  0.199
H (0.6234, 2.0760, 0.2401)  0.423

(C)
The following is a DFT calculation (the ωB97M-V functional and the def2-TZVPD basis) of C4H5N3 in the gas phase.

Values from the calculation:
SMILES = [H]/N=c1/cc[nH]nc1
net charge = 0

Each line ends with the natural charge from an NBO analysis.
Geometry (Å):
C (1.0265, -0.1931, 0.0069)  0.150
C (0.3584, 1.1301, -0.0676)  -0.252
C (-1.0343, 1.1017, 0.0837)  -0.010
C (0.1437, -1.2555, -0.0385)  -0.028
H (2.7554, -0.9594, 0.1722)  0.312
H (0.7428, 2.1562, -0.2316)  0.238
H (-1.6092, 1.9040, -0.1373)  0.206
H (-2.7193, -0.1495, -0.2547)  0.372
H (0.6787, -2.1647, 0.0833)  0.186
N (2.3740, -0.0285, 0.1472)  -0.611
N (-1.6366, -0.1596, 0.3228)  -0.411
N (-1.0800, -1.3816, -0.0865)  -0.152

The calculated energies rank the structures as follows, beginning with the most stable: (B), (C), (A).